21
Properties=species:S:1:pos:R:3 method="wB97M-V/def2-TZVPD" charge=-1 homo_lumo_gap_ha=0.306 spin_multiplicity=1 e_tot_ev=-36982.3297 e_homo_ha=-0.272 largest_force_ev_per_a=2.72
C 4.2712 -0.1796 -0.6240
C 3.4597 -0.4734 -1.6888
B 2.1903 0.3799 -1.8145
O 2.2200 1.7830 -1.8373
B 1.6630 2.1724 -0.6314
O 0.4597 1.6079 -0.2510
B 0.1714 0.3866 -0.8125
C -1.1403 -0.4000 -0.2902
F -1.0756 -1.6991 -0.6406
F -1.2790 -0.3129 1.0412
F -2.2527 0.1474 -0.8331
O 0.9251 -0.1886 -1.8046
H 4.3523 -0.8602 0.2181
H 4.8222 0.7535 -0.5531
H 3.6939 -1.2824 -2.3778
H 2.2714 2.9392 0.0409
F -4.7552 0.7270 2.4088
Al -4.9496 -0.9543 2.5705
F -3.5140 -1.6377 3.1738
F -5.3094 -1.6345 1.0545
F -6.2243 -1.2743 3.6511